[1]
Here is C13H27N14O2PdS as an isolated structure from the OMol25 dataset. Energies are from ωB97M-V/def2-TZVPD.

Values from the calculation:
Kohn-Sham gap   6.42 eV
Relative energy (zero: lowest compared OMol25 entry of this formula, charge and spin)   23.2 kcal per mole
E_HOMO   -3.86 eV
E_tot   -53188.0223 eV
Net charge   -1

Last column: Mulliken charge in e.
CARTESIAN COORDINATES (ANGSTROEM)
N 2.77 2.47 0.96  -0.22
C -3.94 0.06 3.70  -1.28
H 3.12 -3.45 -1.69  0.18
C 1.41 2.44 1.28  -0.10
N 2.89 0.25 -2.39  0.80
H 3.25 1.28 2.61  -0.20
H -4.25 -1.26 5.30  0.30
H 4.62 0.66 -0.06  0.42
H -3.20 0.65 4.25  0.42
N -4.50 0.11 1.32  -0.34
H 4.60 2.18 1.94  0.23
N 3.18 -2.45 -1.71  -0.43
N 3.99 -0.81 4.49  -0.64
C 2.03 -1.73 -1.59  0.75
N 1.84 -1.82 3.77  -0.83
N -2.52 0.14 0.43  0.15
H -0.56 -1.96 -0.04  0.28
O 3.65 -0.32 -3.18  -0.79
H 4.82 -0.23 1.47  0.49
N 0.65 -1.01 1.78  0.01
C -2.63 -2.05 4.15  -1.43
N 1.90 -0.43 -1.74  -0.28
C 2.04 2.83 4.92  -1.05
H 1.26 4.32 3.56  0.41
H -6.05 -1.72 3.64  0.37
C -2.37 0.14 1.73  -0.43
H -0.31 -0.88 -1.16  0.34
H -1.41 0.14 2.23  0.57
H 1.09 2.62 5.40  0.28
H -2.32 -2.20 3.12  0.21
H 3.25 -0.23 0.63  -0.17
C 2.99 -1.26 4.12  0.54
H -2.66 -3.04 4.62  0.46
H 2.61 1.90 4.88  0.20
S 0.26 3.03 0.14  -0.35
C -3.99 -1.37 4.24  0.89
C 3.71 1.60 1.67  0.15
H 1.08 -3.34 -0.83  0.21
C 1.83 3.39 3.52  -0.59
H 2.89 2.50 -0.04  0.33
C -5.07 -2.19 3.56  -1.52
N -3.58 0.13 2.30  0.86
N -3.85 0.12 0.21  -0.69
H 3.87 -2.04 -2.33  0.24
C 4.13 0.38 0.87  -1.03
N 1.16 2.41 2.67  0.11
H -4.85 -2.30 2.49  0.30
Pd 0.54 0.72 0.38  -0.10
H -5.12 -3.19 3.99  0.44
H 0.16 2.44 2.79  0.24
C 1.26 -1.35 2.72  0.10
H 2.79 3.63 3.06  0.33
N 0.96 -2.41 -1.17  0.08
N -0.35 -1.90 -1.03  -0.74
H -1.84 -1.48 4.65  0.37
H 2.58 3.54 5.55  0.38
O 2.92 1.45 -2.20  -0.58
H -4.90 0.55 3.80  0.37

***

[2]
Here is a 10-piece molecular cluster, C10H40N10O10 overall from the OMol25 dataset. Energies are from ωB97M-V/def2-TZVPD.

Values from the calculation:
Kohn-Sham gap   8.23 eV
SMILES   NC(N)=O.NC(N)=O.NC(N)=O.NC(N)=O.NC(N)=O.CO.CO.CO.CO.CO
Relative energy (zero: lowest compared OMol25 entry of this formula, charge and spin)   94.6 kcal per mole
E_HOMO   -8.84 eV
E_tot   -46394.7375 eV

Last column: Mulliken charge in e.
CARTESIAN COORDINATES (ANGSTROEM)
H 22.69 -2.17 12.85  0.30
N 17.06 0.23 10.42  -0.43
N 18.76 1.14 7.70  -0.17
C 22.61 -0.28 9.46  -0.43
C 22.65 -0.70 4.79  0.11
H 22.50 -0.93 8.60  0.11
C 15.21 -2.95 6.47  -0.68
H 18.06 -1.83 8.75  -0.05
H 21.17 -1.50 11.30  0.31
H 21.91 -0.59 13.10  0.31
H 19.91 -1.93 9.30  -0.25
H 20.93 3.18 8.25  0.28
N 20.00 2.79 8.31  -0.37
H 18.78 0.26 7.20  0.16
H 21.16 -2.72 8.37  0.27
H 18.33 1.36 8.59  0.25
O 20.91 -2.07 12.03  -0.44
O 17.59 -1.96 10.44  -0.69
H 17.65 -1.96 6.99  0.27
H 17.87 -1.33 4.46  0.06
H 19.38 -0.95 5.20  -0.41
C 19.44 -2.49 7.43  0.36
N 18.24 -2.12 7.79  -0.07
C 21.44 -5.10 10.26  -0.13
O 22.63 -5.27 9.62  -0.52
C 21.75 -1.67 13.05  -0.83
H 22.96 -1.70 4.52  0.28
O 20.70 1.29 6.81  -0.68
N 18.45 -0.51 11.79  -0.32
O 21.39 -0.10 10.14  -0.46
H 19.48 -3.58 4.54  0.22
H 21.49 -1.98 14.06  0.31
H 20.64 -5.59 9.69  0.30
N 19.55 1.17 4.17  -0.15
H 16.29 0.04 9.79  0.23
H 23.08 0.68 9.22  0.29
N 18.56 -0.63 4.70  0.32
H 18.55 0.44 12.13  0.12
C 19.23 -4.89 3.01  0.64
H 15.73 -3.81 6.89  0.32
N 19.08 -3.77 3.63  -0.09
C 18.79 0.21 3.74  0.49
H 19.00 -1.27 12.17  0.21
H 14.93 -2.08 7.06  0.16
O 23.49 -0.35 5.89  -0.56
C 17.64 -0.86 10.87  0.79
O 18.20 0.16 2.63  -0.77
H 19.44 3.15 9.07  0.18
H 21.63 -0.81 5.18  -0.37
H 21.44 -5.57 11.24  0.28
H 17.13 1.06 10.99  0.18
H 22.50 -5.97 8.97  0.32
C 19.88 1.75 7.55  0.32
H 19.72 1.92 3.50  0.22
H 23.14 -0.83 10.24  0.29
H 18.67 -3.03 3.08  0.12
H 16.45 -3.12 4.91  0.28
H 20.65 -6.22 2.88  0.24
H 20.85 0.40 9.52  0.19
H 22.99 0.23 6.48  0.26
H 14.30 -3.16 5.90  0.31
O 19.73 -2.78 6.28  -0.80
N 20.17 -5.59 3.50  -0.35
O 16.19 -2.51 5.60  -0.51
H 19.98 1.19 5.08  0.17
N 20.23 -2.32 8.43  0.21
H 21.33 -4.02 10.32  -0.20
H 22.70 -0.02 3.93  0.27
O 18.53 -5.21 2.02  -0.75
H 20.70 -5.19 4.26  0.17